Record 1
Entry from the OMol25 dataset: C16H11Br2ClN2O4S in the gas phase at a distorted geometry (ωB97M-V/def2-TZVPD).

Summary:
Net charge   0
Lowest unoccupied orbital energy   -0.05 eV

Structure (XYZ):
```
37
Properties=species:S:1:pos:R:3:forces:R:3:mulliken_charge:R:1
C 2.810871 -1.368946 -1.399808 -1.53 0.30 -3.31 -1.063
N 1.421967 -1.130231 -0.937550 -0.90 0.20 -0.19 0.265
C 1.109587 -1.339101 0.386968 2.88 1.62 1.21 -0.393
O 2.087239 -1.356567 1.124094 -1.00 -0.98 0.52 -0.667
C -0.227749 -1.003061 1.052846 -0.74 -0.37 -2.95 1.566
C 0.157283 0.166883 1.892891 -0.89 -0.23 2.51 -0.184
O -0.209272 0.081823 3.047088 0.19 0.82 0.33 -0.599
N 0.767764 1.273368 1.349011 -0.17 -0.69 0.79 0.053
C 1.589212 2.149166 2.106581 -0.90 -2.46 1.06 0.533
C 1.989515 1.833578 3.421608 0.55 1.55 1.36 -0.338
C 2.810733 2.704285 4.144693 0.82 0.85 -1.82 -0.805
C 3.373143 3.804201 3.424873 -1.17 -1.41 -0.33 0.180
Br 4.644629 4.906429 4.161955 0.77 0.69 0.76 -0.175
C 3.035602 4.039939 2.097382 -0.25 -0.29 0.50 -0.579
C 2.112514 3.209568 1.470629 0.70 2.25 -1.50 -0.029
Br 1.600299 3.681064 -0.394176 0.40 -0.53 1.47 -0.195
C -1.367552 -0.523839 0.094092 -0.39 -0.53 1.34 0.183
C -2.529570 0.178215 0.474272 1.45 0.17 2.68 -0.639
C -3.615094 0.482289 -0.339662 1.21 0.57 0.43 0.011
Cl -4.974949 1.360153 0.310426 0.40 -0.35 -0.24 -0.187
C -3.481844 0.235045 -1.702399 0.31 -1.86 -0.23 -0.550
C -2.344987 -0.518862 -2.104761 -0.30 0.66 0.14 -0.677
C -1.328781 -0.917830 -1.174352 0.40 0.20 -4.46 0.135
S 0.200207 -1.662179 -1.915956 -1.53 -1.16 -2.31 1.234
O 0.145230 -3.099529 -1.771783 -0.18 0.60 0.30 -0.661
O 0.383887 -1.166985 -3.267140 -0.06 0.14 1.47 -0.685
H 3.119511 -0.583263 -2.116009 -0.57 -0.24 0.31 0.314
H 2.804209 -2.305707 -1.964847 0.26 -0.01 0.26 0.338
H 3.523405 -1.364434 -0.663442 1.07 -0.22 2.20 0.467
H -0.555325 -1.956162 1.546752 0.30 1.42 0.32 0.380
H 1.179266 1.143326 0.459417 0.01 -0.20 -1.26 0.417
H 1.660847 1.031991 4.053002 -0.59 -0.61 -0.72 0.379
H 3.145201 2.502313 5.165511 -0.33 0.02 -0.40 0.395
H 3.473430 4.865512 1.572661 0.10 0.21 -0.17 0.426
H -2.352183 0.498101 1.533067 -1.42 0.01 -0.82 0.400
H -4.331686 0.435510 -2.381494 0.90 0.04 0.30 0.357
H -2.247008 -0.706515 -3.176892 0.20 -0.19 0.45 0.393
```
Forces are in eV/Å.


Record 2
Entry from the OMol25 dataset: 2 unconnected molecules or ions with the total composition C3H4NO at a distorted geometry (ωB97M-V/def2-TZVPD).

Summary:
Net charge   +1
Lowest unoccupied orbital energy   -6.48 eV

Structure (XYZ):
```
9
Properties=species:S:1:pos:R:3:forces:R:3:mulliken_charge:R:1
C 0.128655 -1.028358 -0.112694 0.94 0.04 1.19 0.138
C -1.192053 0.671417 0.001709 -2.51 4.17 -0.30 -0.005
C 0.926170 0.179853 -0.130399 -0.35 -0.45 0.90 -0.200
N -0.047826 1.222068 -0.001113 -0.93 0.43 -1.41 -0.270
O -1.102386 -0.738310 0.057400 -0.12 -1.32 -0.67 -0.165
H 0.619844 -1.980488 0.130139 -1.12 -0.28 -0.64 0.380
H -2.470360 1.429371 -0.144159 4.29 -3.09 0.79 0.431
H 1.279665 0.040287 0.921128 0.42 -0.07 0.12 0.295
H 1.858294 0.204158 -0.722007 -0.63 0.58 0.02 0.396
```
Forces are in eV/Å.


For each record above, in turn, the calculated calculated total energy values are -7033.1454; -246.2926 Ha.